(1)
Density functional theory data (ωB97M-V with the def2-TZVPD basis set) for the molecule C3H9ClNP at a distorted geometry.

Total energy = -976.00972 hartree
M = 125.54 g/mol
LUMO = 0.0341 Eh
Largest force on an atom = 3.65 eV Å⁻¹
Relative energy (zero: lowest compared OMol25 entry of this formula, charge and spin) = 25.78 kcal/mol
Orbital gap = 10.11 eV
HOMO level = -9.2 eV

The geometry in XYZ format:
```
15
Properties=species:S:1:pos:R:3:forces:R:3:lowdin_charge:R:1
C -1.186 0.460 0.139 -0.964 0.177 -2.870 -0.171
C 0.105 -0.309 -0.090 0.549 1.498 -3.011 -0.684
C 0.042 -1.766 0.324 2.552 -1.099 -2.370 -0.169
P 1.591 0.577 0.711 -0.131 -0.595 -0.974 0.592
N 1.754 1.927 -0.246 0.255 1.987 -1.947 -0.303
Cl 3.131 -0.711 -0.130 -0.550 0.349 0.318 0.075
H -2.035 -0.035 -0.486 1.487 0.839 0.684 0.110
H -1.520 0.291 1.100 -0.725 0.440 2.470 0.028
H -1.117 1.547 -0.198 -0.137 -1.391 0.806 0.086
H 0.156 -0.171 -1.243 0.843 -0.543 1.661 0.119
H 1.011 -1.951 0.897 -1.895 -0.443 0.007 0.035
H 0.146 -2.497 -0.607 -0.270 1.606 1.832 0.117
H -0.926 -1.927 0.730 -0.411 -0.676 1.142 0.046
H 2.121 2.818 0.103 -0.183 -0.946 0.568 0.036
H 1.815 2.062 -1.296 -0.422 -1.204 1.685 0.084
```
Positions in Å, forces in eV/Å.


(2)
Density functional theory data (ωB97M-V with the def2-TZVPD basis set) for a structure of composition C12H14CrN3O6Si.

Total energy = -2415.47734 hartree
M = 376.34 g/mol
LUMO (alpha / beta) = 0.1836 / 0.1837 Eh
Expectation value of S² = 3.790
2S+1 = 4
Largest force on an atom = 0.43 eV Å⁻¹
Orbital gap (alpha / beta) = 6.88 / 7.08 eV
Charge = -2
HOMO level (alpha / beta) = -1.9 / -2.1 eV

The geometry in XYZ format:
```
37
Properties=species:S:1:pos:R:3:forces:R:3:lowdin_charge:R:1
Cr 0.011 -0.683 0.165 0.009 -0.247 -0.170 0.871
O -0.909 -6.570 1.624 -0.033 -0.094 0.016 0.080
C -0.718 -5.414 1.322 0.173 0.249 -0.183 -0.275
C 0.414 -4.896 0.432 -0.323 -0.030 0.283 -0.297
O 1.239 -5.587 -0.137 0.098 -0.025 -0.058 0.062
C 0.256 -3.439 0.429 0.120 -0.220 -0.070 -0.300
C -0.876 -3.067 1.180 -0.137 0.148 0.123 -0.283
O -1.197 -1.822 1.273 -0.018 0.003 -0.043 -0.104
C -1.560 -4.221 1.745 0.194 -0.150 -0.082 -0.309
O -2.584 -4.276 2.406 -0.039 0.047 0.037 0.055
O 0.963 -2.557 -0.159 -0.106 0.125 0.056 -0.081
C 0.866 -0.910 -2.679 -0.054 0.036 0.156 -0.229
O 0.150 -0.301 -1.648 0.080 0.076 -0.067 -0.437
H 1.754 -0.315 -2.936 0.036 0.003 -0.008 0.068
H 0.246 -0.967 -3.585 -0.029 -0.013 -0.036 0.065
H 1.197 -1.920 -2.424 0.022 -0.026 0.003 0.061
C -1.536 4.023 -0.006 -0.072 0.191 0.085 -0.213
Si -0.781 2.419 -0.672 -0.088 0.055 0.036 0.380
C -1.506 2.206 -2.386 -0.102 0.018 -0.272 -0.189
C 1.043 2.811 -0.836 0.195 0.030 0.055 -0.182
C -1.151 1.015 0.436 -0.071 -0.153 0.169 -0.349
H -1.437 4.841 -0.730 -0.006 0.001 0.047 0.010
H -1.028 4.324 0.916 -0.034 0.006 -0.020 0.018
H -2.597 3.899 0.229 0.020 0.005 -0.028 0.015
H -1.461 3.139 -2.959 -0.018 -0.026 0.012 0.016
H -2.553 1.892 -2.324 0.027 0.035 -0.015 0.026
H -0.955 1.430 -2.917 -0.042 0.008 0.004 0.009
H 1.186 3.806 -1.271 0.046 -0.053 -0.020 0.018
H 1.541 2.068 -1.461 0.027 -0.009 -0.024 0.017
H 1.529 2.799 0.145 -0.020 0.019 -0.045 0.027
H -2.181 0.668 0.277 0.006 0.015 -0.015 0.010
H -1.077 1.321 1.486 0.014 -0.057 0.007 0.006
N 1.261 -0.197 1.659 0.114 -0.002 -0.076 0.102
C 2.089 0.121 2.409 -0.130 0.170 0.075 -0.303
N 2.995 0.343 3.287 0.250 -0.219 0.142 0.050
C 3.448 1.517 3.651 -0.130 0.073 -0.053 -0.452
N 3.915 2.500 4.058 0.024 0.012 -0.022 0.037
```
Positions in Å, forces in eV/Å.


(3)
Density functional theory data (ωB97M-V with the def2-TZVPD basis set) for a cluster of 4 separate species, C24H37BF3IN5O7S in total at a distorted geometry.

Total energy = -2757.14171 hartree
M = 734.37 g/mol
LUMO = 0.0725 Eh
Largest force on an atom = 10.75 eV Å⁻¹
Relative energy (zero: lowest compared OMol25 entry of this formula, charge and spin) = 386.49 kcal/mol
Orbital gap = 7.48 eV
Charge = -1
HOMO level = -5.5 eV

The geometry in XYZ format:
```
79
Properties=species:S:1:pos:R:3:forces:R:3:lowdin_charge:R:1
C -1.966 -4.870 2.370 -0.492 -1.384 1.515 -0.042
B -1.204 -4.176 1.088 -0.834 -0.292 1.723 -1.096
N -2.117 -4.483 -0.094 4.596 -4.506 -8.607 0.167
C -1.346 -5.135 -1.063 -4.037 2.578 3.152 -0.549
S -0.582 -5.976 -2.372 -2.102 2.210 3.406 0.467
O 0.096 -4.702 0.620 3.189 2.770 1.017 -0.154
C 1.077 -3.615 0.945 -2.100 -2.260 1.229 -0.599
I 2.915 -3.757 -0.238 -0.637 0.075 0.134 0.762
C 0.197 -2.193 0.899 1.206 -1.899 0.680 -0.303
C 0.041 -1.635 -0.634 -0.132 -0.155 -0.466 -0.109
C -1.464 -1.129 -1.041 -0.119 -0.100 -0.325 -0.085
C -2.113 0.002 -0.048 1.158 2.036 4.304 -0.256
O -1.570 0.494 1.068 -2.464 -2.770 -6.547 -0.046
N -3.521 0.531 -0.393 1.038 -2.313 1.881 0.004
C -4.431 -0.634 0.050 -1.778 -1.996 0.377 -0.183
C -5.074 -1.551 -1.148 -0.974 -1.208 4.733 -0.006
C -6.015 -2.839 -0.656 2.342 3.041 2.765 -0.057
C -6.218 -3.120 0.971 1.719 2.614 -1.267 -0.074
C -5.561 -2.141 2.153 0.848 0.925 -4.430 -0.061
C -4.629 -0.865 1.662 -2.078 -2.981 -2.789 0.002
C 1.095 -1.237 1.937 -2.216 -1.332 1.652 -0.086
O 2.253 -0.617 1.274 -1.279 5.082 0.489 -0.079
C 2.183 0.853 1.280 1.175 -0.168 -0.570 -0.249
F 3.525 1.329 0.774 -4.302 -1.412 1.605 -0.004
F 1.178 1.434 0.354 3.255 -1.863 3.310 0.031
F 2.020 1.468 2.619 0.307 -1.971 -4.476 0.038
O -1.044 -2.759 1.525 2.843 2.191 -1.905 0.000
H -3.087 -4.502 2.525 2.399 -0.577 -0.352 0.066
H -1.359 -4.677 3.356 -1.207 -0.340 -1.572 0.063
H -2.030 -6.036 2.234 0.078 2.019 0.295 0.066
H 1.445 -3.985 2.012 -0.577 1.664 -1.995 0.113
H 0.303 -2.535 -1.371 -0.684 1.865 1.617 0.113
H 0.811 -0.780 -0.898 -1.528 -1.748 0.843 0.117
H -2.203 -2.060 -1.142 1.518 2.082 0.617 0.119
H -1.384 -0.693 -2.149 -0.306 -0.617 2.482 0.134
H -3.690 1.368 0.243 0.413 -1.656 -0.767 0.107
H -4.876 -1.325 -2.303 -0.441 -0.432 2.993 0.104
H -6.481 -3.505 -1.502 0.950 1.294 2.120 0.074
H -6.867 -4.069 1.268 1.596 2.352 -0.598 0.075
H -5.733 -2.357 3.308 0.413 0.443 -2.901 0.084
H -4.093 -0.131 2.424 -1.254 -1.828 -1.881 0.102
H 0.381 -0.494 2.492 1.501 -1.091 -1.400 0.143
H 1.543 -1.949 2.784 -0.910 1.569 -2.007 0.153
C 7.773 -2.142 0.194 -0.060 -0.140 0.844 -0.329
O 8.762 -2.859 0.115 -0.628 0.451 0.311 -0.006
N 7.093 -1.841 1.355 0.626 -0.166 -1.326 -0.205
C 5.928 -0.982 1.364 0.034 -0.123 0.157 -0.076
C 7.558 -2.402 2.606 0.230 -0.171 -0.192 -0.053
H 7.336 -1.664 -0.699 -0.096 0.036 0.114 0.129
H 6.129 -0.120 2.006 -0.195 0.060 -0.066 0.089
H 5.077 -1.545 1.759 -0.105 0.228 -0.120 0.073
H 5.689 -0.631 0.356 0.054 -0.129 0.166 0.083
H 8.588 -2.076 2.781 -0.074 -0.145 0.143 0.089
H 7.542 -3.494 2.535 0.079 0.095 0.186 0.093
H 6.923 -2.077 3.435 0.049 -0.008 -0.246 0.087
C 3.496 6.182 -1.623 -0.499 -0.637 0.420 -0.335
O 2.591 7.000 -1.520 0.491 -0.701 0.026 -0.005
N 3.453 4.881 -1.171 0.309 1.434 -0.603 -0.204
C 4.569 3.973 -1.331 -0.197 0.006 0.093 -0.065
C 2.254 4.405 -0.513 -0.166 0.160 0.032 -0.041
H 4.452 6.440 -2.107 0.037 -0.123 0.025 0.125
H 4.243 3.112 -1.921 0.217 -0.057 0.082 0.092
H 4.899 3.639 -0.343 0.110 -0.137 -0.161 0.085
H 5.404 4.461 -1.842 -0.184 0.011 0.068 0.081
H 1.409 4.500 -1.201 -0.034 -0.068 0.209 0.096
H 2.062 5.024 0.369 -0.148 -0.147 -0.062 0.098
H 2.368 3.360 -0.211 0.070 0.335 -0.156 0.056
C -6.062 3.941 -2.884 0.639 -0.450 0.307 -0.333
O -6.408 2.786 -2.666 0.506 0.961 -0.124 0.006
N -4.803 4.454 -2.660 -1.315 -0.172 -0.327 -0.211
C -4.473 5.835 -2.945 0.056 -0.258 0.092 -0.071
C -3.775 3.586 -2.123 -0.155 -0.295 0.010 -0.052
H -6.766 4.684 -3.292 0.097 0.102 0.001 0.125
H -3.664 5.861 -3.680 -0.027 0.231 0.050 0.088
H -4.145 6.318 -2.020 0.033 0.172 -0.161 0.088
H -5.338 6.372 -3.343 0.090 -0.159 0.070 0.081
H -3.627 2.745 -2.807 0.093 -0.023 0.270 0.094
H -4.106 3.199 -1.155 0.193 -0.080 -0.159 0.076
H -2.835 4.131 -2.001 -0.223 -0.005 -0.056 0.089
```
Positions in Å, forces in eV/Å.


(4)
Density functional theory data (ωB97M-V with the def2-TZVPD basis set) for a cluster of 2 separate species, C2H2BrClN2O3 in total at a distorted geometry.

Total energy = -3446.71036 hartree
M = 217.41 g/mol
LUMO = -0.0220 Eh
Largest force on an atom = 3.56 eV Å⁻¹
Relative energy (zero: lowest compared OMol25 entry of this formula, charge and spin) = 17.16 kcal/mol
Orbital gap = 9.39 eV
HOMO level = -10.0 eV

The geometry in XYZ format:
```
11
Properties=species:S:1:pos:R:3:forces:R:3:lowdin_charge:R:1
C 0.733 -0.955 0.424 -0.978 2.481 -2.355 -0.416
C -0.192 0.185 -1.016 1.409 -1.939 0.775 -1.065
N 1.072 -0.028 1.283 0.352 0.272 0.886 0.156
N -1.535 0.344 -0.447 -0.685 -0.824 0.935 -0.499
O 0.897 -2.107 0.321 -0.347 -0.363 -0.223 0.154
O -1.563 1.140 0.481 -1.011 -0.314 -0.217 -0.027
O -2.417 -0.426 -0.789 0.479 0.890 0.242 0.055
Cl -0.194 -0.734 -2.501 0.172 0.552 0.467 0.670
Br 0.583 1.928 -1.027 0.561 0.068 -0.851 0.810
H 1.035 0.976 1.199 -0.581 -0.208 -0.706 0.047
H 1.581 -0.322 2.072 0.627 -0.614 1.048 0.115
```
Positions in Å, forces in eV/Å.


(5)
Density functional theory data (ωB97M-V with the def2-TZVPD basis set) for a structure of composition C41H44Cl2N6O5PS3Sn.

Total energy = -4964.05652 hartree
M = 1017.63 g/mol
LUMO (alpha / beta) = 0.1453 / 0.1453 Eh
Expectation value of S² = 0.763
2S+1 = 2
Largest force on an atom = 0.69 eV Å⁻¹
Relative energy (zero: lowest compared OMol25 entry of this formula, charge and spin) = 27.18 kcal/mol
Orbital gap (alpha / beta) = 2.57 / 5.58 eV
Charge = -2
HOMO level (alpha / beta) = 1.4 / -1.6 eV

The geometry in XYZ format:
```
103
Properties=species:S:1:pos:R:3:forces:R:3:lowdin_charge:R:1
Sn 0.296 -0.038 0.173 -0.472 -0.178 -0.448 1.230
O 2.664 -3.639 -1.689 0.019 0.120 0.068 -0.373
S 1.810 -2.480 -1.952 0.036 -0.251 0.397 0.403
O 2.325 -1.262 -1.276 -0.114 -0.048 0.024 -0.483
O 0.399 -2.717 -1.595 0.094 0.028 -0.092 -0.445
C 1.834 -2.187 -3.671 -0.118 0.321 -0.228 -0.328
C 2.826 -2.787 -4.421 0.011 -0.099 0.042 -0.138
C 2.953 -2.591 -5.794 -0.129 0.141 -0.067 -0.158
C 2.005 -1.728 -6.430 0.133 -0.130 0.001 -0.164
C 1.025 -1.112 -5.704 -0.190 0.009 -0.037 -0.152
C 0.868 -1.273 -4.295 0.376 -0.172 0.060 -0.403
P -0.278 -0.311 -3.345 -0.126 -0.037 0.046 1.031
C -0.490 1.197 -4.384 0.078 0.021 0.110 -0.367
C 0.533 2.145 -4.259 -0.022 0.022 -0.008 -0.112
C 0.505 3.333 -4.968 0.008 -0.002 0.009 -0.107
C -0.560 3.616 -5.819 0.014 0.012 -0.002 -0.129
C -1.581 2.690 -5.953 0.007 -0.038 0.028 -0.115
C -1.543 1.492 -5.243 -0.067 -0.003 -0.106 -0.104
C -1.938 -1.115 -3.553 0.090 0.022 -0.036 -0.349
C -3.109 -0.469 -3.151 -0.005 0.070 0.096 -0.126
C -4.339 -1.107 -3.200 0.040 -0.046 -0.021 -0.113
C -4.418 -2.428 -3.630 0.009 0.027 -0.006 -0.129
C -3.256 -3.093 -3.998 0.000 -0.034 0.001 -0.105
C -2.028 -2.444 -3.960 0.003 0.001 -0.036 -0.082
H 3.510 -3.448 -3.901 -0.005 0.011 0.016 0.089
H 3.738 -3.079 -6.357 0.003 -0.020 0.000 0.054
H 2.060 -1.555 -7.501 -0.004 0.019 -0.006 0.068
H 0.338 -0.454 -6.229 -0.014 0.012 0.014 0.084
H 1.358 1.931 -3.589 -0.002 -0.006 0.008 0.106
H 1.311 4.047 -4.847 -0.001 0.010 -0.008 0.090
H -0.587 4.549 -6.371 -0.004 0.002 -0.003 0.082
H -2.413 2.892 -6.619 -0.007 0.000 -0.001 0.087
H -2.346 0.777 -5.374 0.008 -0.008 0.019 0.093
H -3.050 0.550 -2.781 0.006 -0.002 -0.023 0.097
H -5.235 -0.580 -2.892 -0.004 0.006 0.011 0.088
H -5.375 -2.934 -3.668 -0.003 -0.011 0.016 0.082
H -3.303 -4.130 -4.314 -0.007 0.000 -0.009 0.089
H -1.114 -2.958 -4.237 -0.009 -0.007 -0.010 0.104
C -3.472 3.948 0.504 -0.022 0.009 -0.031 -0.056
N -2.176 3.681 -0.069 -0.020 0.088 -0.180 -0.132
C -1.154 4.580 -0.264 -0.072 -0.030 -0.066 -0.085
C -0.107 3.851 -0.739 0.080 0.016 -0.016 -0.141
N -0.462 2.530 -0.845 -0.041 -0.118 -0.087 0.025
C -1.706 2.468 -0.440 -0.065 0.006 0.110 -0.232
H -3.360 4.423 1.479 -0.006 -0.011 -0.013 0.068
H -3.988 3.001 0.646 0.006 0.020 -0.002 0.081
H -4.068 4.587 -0.152 0.015 0.020 -0.013 0.083
H -1.257 5.623 -0.023 0.009 0.010 0.023 0.111
H 0.886 4.187 -0.986 0.007 0.009 -0.026 0.104
H -2.297 1.568 -0.332 0.017 0.004 -0.050 0.096
C 2.105 0.761 5.031 0.023 0.044 0.032 -0.129
C 0.737 1.027 5.631 0.002 0.117 0.172 -0.394
S -0.553 -0.067 5.029 -0.537 -0.240 -0.120 0.835
O -1.750 0.230 5.895 0.112 -0.027 -0.074 -0.574
C 0.065 -1.666 5.630 0.212 0.087 0.046 -0.408
C -0.049 -1.824 7.136 0.067 0.028 0.005 -0.146
H 2.765 1.608 5.227 0.020 -0.011 -0.014 0.075
H 2.013 0.649 3.953 0.046 -0.045 -0.188 0.044
H 2.570 -0.136 5.441 0.005 -0.031 0.006 0.064
H 0.374 2.010 5.321 -0.028 -0.007 0.019 0.080
H 0.697 0.978 6.722 0.076 0.029 0.006 0.082
H 1.083 -1.773 5.254 -0.051 -0.068 -0.059 0.052
H -0.543 -2.397 5.096 -0.039 0.013 -0.004 0.064
H 0.763 -1.312 7.657 0.010 0.010 -0.009 0.064
H -0.009 -2.879 7.410 0.017 -0.004 0.022 0.065
H -0.991 -1.401 7.486 -0.033 -0.018 -0.027 0.058
O -2.415 -0.590 0.501 -0.266 0.220 0.107 -0.233
N -2.380 -1.732 1.100 0.323 -0.241 -0.297 -0.226
C -1.758 -2.775 0.486 -0.237 0.184 0.151 -0.052
C -1.684 -3.998 1.118 0.040 0.021 -0.102 -0.055
C -2.243 -4.173 2.372 -0.007 -0.092 0.046 -0.091
C -2.853 -3.090 2.984 0.004 0.156 0.042 -0.071
C -2.899 -1.872 2.340 0.017 -0.030 -0.025 -0.019
H -1.316 -2.550 -0.479 0.017 -0.101 0.021 0.088
H -1.158 -4.793 0.609 0.019 0.016 -0.008 0.120
H -2.189 -5.131 2.873 0.014 0.012 0.002 0.097
H -3.279 -3.159 3.976 0.002 -0.013 -0.004 0.105
H -3.313 -0.963 2.751 -0.003 -0.004 0.033 0.126
Cl 3.246 2.823 1.403 -0.167 0.132 0.047 0.666
C 1.697 3.377 2.030 -0.037 -0.121 0.010 -0.592
C 1.593 4.703 2.382 0.039 0.059 0.030 -0.172
C 0.393 5.222 2.857 0.018 -0.032 -0.014 -0.152
C -0.690 4.353 2.966 -0.009 -0.019 0.090 -0.179
C -0.575 3.029 2.612 -0.098 -0.153 0.031 -0.573
Cl -2.017 2.025 2.762 0.298 0.116 0.091 0.690
C 0.626 2.409 2.091 -0.187 0.198 -0.003 -0.547
N 0.711 1.153 1.745 0.553 0.083 0.071 -0.262
H 2.465 5.338 2.276 -0.007 -0.009 -0.006 0.086
H 0.305 6.263 3.134 0.004 0.005 0.005 0.076
H -1.647 4.710 3.330 0.004 0.000 0.035 0.087
C 4.011 -3.865 1.498 -0.079 0.252 0.036 -0.033
N 3.940 -2.413 1.497 -0.075 -0.294 -0.201 -0.112
C 4.947 -1.571 1.057 0.161 0.102 0.113 -0.063
C 4.449 -0.319 1.042 -0.037 -0.209 0.071 -0.101
N 3.146 -0.407 1.473 0.404 -0.410 -0.314 0.023
C 2.811 -1.700 1.689 -0.058 0.579 0.142 -0.789
S 1.260 -2.231 2.112 0.012 -0.270 0.155 0.598
H 4.969 -4.169 1.923 -0.028 -0.028 -0.074 0.082
H 3.880 -4.229 0.482 0.006 -0.058 -0.104 0.080
H 3.198 -4.239 2.115 -0.004 0.004 0.005 0.056
H 5.925 -1.942 0.810 0.000 -0.026 -0.051 0.110
H 4.897 0.616 0.762 -0.002 -0.025 -0.013 0.084
H 2.432 0.333 1.419 -0.076 0.334 0.599 -0.001
```
Positions in Å, forces in eV/Å.